C9H15N3O as an isolated structure, computed with ωB97M-V/def2-TZVPD.

Computed properties:
net charge: 0
frontier orbital gap: 9.49 eV
HOMO: -8.78 eV
electronic energy: -591.35563 hartree
M: 181.2 g mol⁻¹
energy above the lowest of the compared OMol25 structures with the same formula, charge and spin: 1.456 eV
lowest unoccupied orbital energy: 0.7122 eV

Each line ends with the Mulliken charge.
Atoms and positions in Å:
C -3.236 1.311 -0.048  -0.25
C -1.565 1.368 -1.221  0.03
C 1.059 0.478 -0.085  -0.72
C 1.789 0.923 0.971  1.21
C 3.072 1.673 0.754  -1.33
C 1.362 0.713 2.329  -1.39
C -1.468 -2.629 -1.194  -1.33
C -0.242 -0.532 -0.125  -0.46
C -0.306 -1.624 -1.274  0.22
N -2.688 1.962 -1.078  -0.59
N -2.443 0.394 0.530  -1.08
N -1.430 0.375 -0.229  1.29
O 0.938 -2.192 -1.351  -0.52
H -4.169 1.661 0.453  0.36
H -0.993 1.510 -2.122  0.38
H 1.458 0.653 -1.152  0.18
H 3.741 0.869 0.288  0.28
H 2.790 2.395 -0.066  0.33
H 3.462 2.096 1.624  0.39
H 1.414 1.639 2.826  0.41
H 2.074 0.108 2.895  0.33
H 0.405 0.213 2.416  0.32
H -1.809 -2.727 -0.089  0.28
H -1.145 -3.599 -1.447  0.42
H -2.311 -2.254 -1.736  0.34
H -0.263 -0.995 0.928  0.25
H -0.439 -0.961 -2.167  0.34
H 0.942 -2.829 -0.630  0.36

***

One molecule with the formula C9H15N3O4, computed with ωB97M-V/def2-TZVPD.

Computed properties:
net charge: 0
SMILES: NC(=O)C[C@H](NC(=O)[C@@H]1CCCN1)C(=O)O
frontier orbital gap: 9.93 eV
HOMO: -9.34 eV
electronic energy: -817.22040 hartree
M: 229.2 g mol⁻¹
energy above the lowest of the compared OMol25 structures with the same formula, charge and spin: 0.240 eV
lowest unoccupied orbital energy: 0.5847 eV

Each line ends with the Mulliken charge.
Atoms and positions in Å:
N 1.868 2.437 0.765  -0.42
C 2.746 1.862 -0.206  0.43
O 3.156 2.432 -1.190  -0.57
C 3.041 0.352 0.137  -0.79
C 1.894 -0.551 -0.249  0.13
N 0.561 -0.259 0.349  -0.04
C -0.474 -1.054 -0.088  -0.08
O -0.279 -2.022 -0.796  -0.68
C -1.819 -0.688 0.585  0.30
C -3.032 -1.057 -0.277  -0.82
C -3.392 0.355 -0.926  -0.58
C -2.359 1.320 -0.326  -0.71
N -1.904 0.666 0.892  -0.52
C 2.274 -2.030 0.099  0.35
O 1.921 -2.562 1.122  -0.59
O 2.997 -2.649 -0.833  -0.48
H 1.603 3.382 0.610  0.21
H 1.878 2.234 1.764  0.24
H 3.319 0.332 1.204  0.36
H 3.903 0.101 -0.468  0.40
H 1.765 -0.612 -1.344  0.30
H 0.365 0.539 0.925  0.39
H -1.788 -1.248 1.542  0.49
H -2.901 -1.899 -0.977  0.38
H -3.809 -1.424 0.403  0.31
H -4.404 0.666 -0.699  0.29
H -3.331 0.322 -2.004  0.32
H -2.763 2.294 -0.110  0.52
H -1.493 1.460 -1.040  0.14
H -2.590 0.868 1.618  0.32
H 3.047 -3.567 -0.483  0.37

***

One molecule with the formula C9H15N3S, computed with ωB97M-V/def2-TZVPD.

Computed properties:
net charge: 0
SMILES: CC(C)NS(=N)(=N)c1ccccc1
frontier orbital gap: 10.03 eV
HOMO: -9.29 eV
electronic energy: -914.24294 hartree
M: 197.3 g mol⁻¹
energy above the lowest of the compared OMol25 structures with the same formula, charge and spin: 5.272 eV
lowest unoccupied orbital energy: 0.7391 eV

Each line ends with the Mulliken charge.
Atoms and positions in Å:
C -1.372 2.798 0.623  -1.20
C -1.179 1.457 -0.002  0.16
C -2.503 0.723 0.088  -1.42
N -0.100 0.698 0.649  -0.29
S 1.406 0.814 -0.030  0.95
N 1.270 1.507 -1.363  -0.81
N 2.269 1.291 1.136  -0.82
C 1.512 -1.035 -0.208  0.36
C 1.289 -1.599 -1.488  -0.44
C 1.450 -2.996 -1.585  -0.48
C 1.842 -3.789 -0.556  -0.45
C 1.971 -3.239 0.709  -0.63
C 1.875 -1.827 0.850  -0.33
H -1.613 2.607 1.761  0.28
H -0.362 3.113 0.622  0.36
H -2.071 3.507 0.085  0.33
H -0.731 1.555 -1.033  0.41
H -2.862 0.856 1.070  0.35
H -2.482 -0.265 -0.207  0.46
H -3.159 1.259 -0.625  0.34
H -0.100 0.873 1.617  0.34
H 2.159 1.736 -1.803  0.24
H 3.221 1.099 0.917  0.26
H 1.057 -1.212 -2.540  0.23
H 1.324 -3.466 -2.485  0.45
H 1.984 -4.837 -0.749  0.38
H 2.243 -3.796 1.628  0.32
H 2.049 -1.357 1.725  0.65

***

C9H15N3STl as an isolated structure, computed with ωB97M-V/def2-TZVPD.

Computed properties:
net charge: +1
frontier orbital gap: 8.33 eV
HOMO: -11.26 eV
electronic energy: -1086.68870 hartree
M: 401.7 g mol⁻¹
lowest unoccupied orbital energy: -2.9321 eV

Each line ends with the Mulliken charge.
Atoms and positions in Å:
Tl 0.264 3.227 -0.018  0.66
S 0.622 1.077 -1.873  -0.55
C 1.910 0.605 -0.758  0.84
C 2.778 -0.453 -1.039  -0.72
C 3.772 -0.766 -0.133  -0.27
C 3.896 -0.021 1.035  -0.53
C 3.006 1.012 1.238  -0.47
N 2.032 1.316 0.372  -0.39
H 2.670 -0.993 -1.970  0.43
H 4.457 -1.579 -0.339  0.41
H 4.666 -0.230 1.762  0.41
H 3.063 1.631 2.126  0.40
N -1.474 -1.074 -0.940  0.18
C -1.265 -1.387 0.506  -0.66
C -1.201 -0.066 1.264  -0.04
N -2.322 0.821 1.004  -0.23
C -2.747 0.944 -0.379  -0.49
C -2.778 -0.373 -1.149  -0.62
H -1.431 -1.919 -1.507  0.35
H -0.690 -0.427 -1.265  -0.23
H -0.335 -1.944 0.605  0.39
H -2.098 -2.010 0.833  0.37
H -0.264 0.427 0.993  -0.24
H -1.149 -0.273 2.331  0.45
H -3.094 0.683 1.638  0.31
H -2.080 1.622 -0.917  0.04
H -3.740 1.388 -0.408  0.46
H -2.903 -0.200 -2.216  0.36
H -3.565 -1.039 -0.795  0.37

***

A 2-piece molecular cluster, C9H15N4O2 overall, computed with ωB97M-V/def2-TZVPD.

Computed properties:
net charge: +1
frontier orbital gap (alpha / beta): 8.23 / 8.23 eV
HOMO (alpha / beta): -12.83 / -12.83 eV
electronic energy: -721.06898 hartree
M: 211.2 g mol⁻¹
energy above the lowest of the compared OMol25 structures with the same formula, charge and spin: 4.764 eV
lowest unoccupied orbital energy (alpha / beta): -4.6004 / -4.6005 eV

Each line ends with the Mulliken charge.
Atoms and positions in Å:
C -2.940 1.213 -1.651  -0.14
C -1.256 0.733 -0.351  -0.40
C 0.526 0.034 1.817  0.44
C 2.039 -2.038 -1.650  -0.58
C 0.260 -2.006 0.076  -0.64
C 2.452 -0.589 -1.370  -0.42
C 0.896 -0.605 0.449  0.85
C 1.359 1.199 2.208  -1.42
C -2.114 2.086 1.584  -0.78
N -1.735 0.485 -1.543  -0.06
N -3.139 1.852 -0.538  -0.91
N -2.069 1.610 0.245  0.88
N 0.605 -2.166 -1.298  -0.24
O -0.435 -0.391 2.397  -0.56
O 1.852 -0.082 -0.179  -0.28
H -3.612 1.145 -2.546  0.37
H 2.152 -2.487 -2.610  0.45
H 2.681 -2.786 -1.019  0.23
H 0.746 -2.698 0.799  0.40
H -0.848 -1.939 0.224  0.41
H 3.550 -0.255 -1.352  0.36
H 2.139 -0.068 -2.318  0.24
H 1.293 1.824 1.335  0.37
H 2.356 0.971 2.354  0.48
H 0.903 1.606 3.081  0.37
H -1.824 1.233 2.155  0.39
H -1.428 2.857 1.817  0.27
H -3.133 2.536 1.822  0.29
H -1.419 -0.316 -2.220  0.34
H 0.141 -2.958 -1.716  0.28

***

One molecule with the formula C9H15NO2, computed with ωB97M-V/def2-TZVPD.

Computed properties:
net charge: 0
SMILES: C=C1C(C)(C)C(C)(C)[C@]1(O)N=O
frontier orbital gap (alpha / beta): 8.69 / 8.69 eV
HOMO (alpha / beta): -9.18 / -9.18 eV
electronic energy: -556.94558 hartree
M: 169.2 g mol⁻¹
energy above the lowest of the compared OMol25 structures with the same formula, charge and spin: 6.362 eV
lowest unoccupied orbital energy (alpha / beta): -0.4866 / -0.4866 eV

Each line ends with the Mulliken charge.
Atoms and positions in Å:
C 0.066 2.363 1.429  -1.25
C 0.110 1.316 0.612  -0.47
C -0.864 0.333 0.086  2.01
C -1.427 0.827 -1.194  -1.95
C -1.969 -0.026 1.084  -1.62
C 0.335 -0.705 -0.058  1.02
C 0.549 -1.696 1.059  -1.79
C 0.427 -1.628 -1.367  -1.71
C 1.389 0.456 -0.074  0.35
O 1.452 1.009 -1.301  -0.43
N 2.835 -0.264 0.175  -0.01
O 3.567 -0.030 -0.758  -0.38
H 0.792 3.069 1.634  0.42
H -0.969 2.675 1.498  0.31
H -2.223 1.540 -0.987  0.51
H -1.838 0.134 -1.918  0.37
H -0.866 1.564 -1.699  0.40
H -2.890 0.699 1.231  0.32
H -1.490 0.000 2.198  0.31
H -2.435 -0.910 0.816  0.48
H 1.499 -2.201 0.987  0.48
H -0.239 -2.457 1.079  0.44
H 0.416 -1.128 1.954  0.40
H -0.190 -2.485 -1.125  0.45
H 1.420 -2.002 -1.315  0.49
H 0.367 -1.020 -2.344  0.39
H 2.176 0.569 -1.703  0.48